This record from the OMol25 dataset describes a 3-piece molecular cluster, C16H17NO9S4 overall in a non-equilibrium geometry. The level of theory is ωB97M-V/def2-TZVPD.

Structure (XYZ):
```
47
Properties=species:S:1:pos:R:3:forces:R:3
O 2.584619 -0.497673 4.558529 -0.2 0.1 0.2
C 2.329391 -0.707272 3.228682 0.1 0.2 -0.7
C 3.162806 -0.128479 2.270388 -0.9 -0.6 -0.7
C 2.871770 -0.285818 0.901260 -0.3 -0.1 0.9
S 3.991825 0.392579 -0.298923 0.2 -0.2 -0.2
C 1.746521 -1.013900 0.505772 0.0 -0.3 1.2
C 0.924390 -1.625021 1.473776 0.8 0.5 0.2
C 1.203828 -1.443730 2.844452 0.4 0.2 -0.7
S 0.173585 -2.178114 4.055418 -0.1 0.0 0.0
C -1.344691 -1.980000 3.178410 -0.7 0.0 -0.3
C -2.517346 -1.656263 3.872569 0.1 -0.2 -0.9
C -3.721601 -1.553265 3.179594 0.6 -0.2 -0.5
C -3.764357 -1.754417 1.796327 0.9 -0.1 0.3
C -2.586187 -2.041716 1.093361 -0.1 0.1 1.2
C -1.375406 -2.161216 1.786356 -0.7 0.2 0.4
N -0.172846 -2.453561 1.075560 0.2 0.2 -0.2
H 3.252638 -1.112400 4.862938 0.2 -0.1 0.1
H 4.017285 0.436649 2.580570 0.3 0.2 0.2
H 3.440515 1.598953 -0.395333 -0.2 0.3 0.0
H 1.525006 -1.157719 -0.528176 -0.1 -0.1 -0.5
H -2.487337 -1.492568 4.930234 0.1 0.1 0.4
H -4.611244 -1.298421 3.717440 -0.4 0.1 0.1
H -4.687222 -1.646965 1.266797 -0.3 0.0 -0.2
H -2.596686 -2.174863 0.032404 0.0 -0.1 -0.5
H 0.076067 -3.422852 1.225721 0.1 -0.2 -0.1
O -4.930830 0.970938 0.973669 -0.3 0.0 0.1
S -4.234886 2.000933 0.291046 0.3 -0.1 -0.1
O -4.857470 3.240203 -0.000946 0.0 0.0 0.1
O -3.617203 1.357778 -1.029474 -0.1 0.0 -0.1
C -2.188674 1.509305 -1.059713 0.1 0.1 0.0
C -1.802900 1.512396 0.407367 0.1 -0.2 0.0
O -2.847744 2.284991 1.024945 -0.1 0.2 -0.1
H -1.940600 2.451054 -1.550125 0.0 0.0 0.0
H -1.766958 0.679312 -1.616446 0.0 -0.1 0.0
H -0.855619 2.007655 0.597313 0.0 0.1 0.0
H -1.796003 0.506742 0.835247 0.0 0.1 0.0
O 0.823120 2.228209 -6.088630 0.0 0.0 0.0
S 1.291084 1.788237 -4.825993 0.1 0.0 0.1
O 0.486808 1.926106 -3.664607 -0.1 -0.1 0.0
O 2.725476 2.434165 -4.564355 0.0 0.0 -0.1
C 3.698529 1.413995 -4.288673 0.1 -0.1 0.2
C 3.207772 0.221047 -5.084033 0.1 0.0 -0.1
O 1.782185 0.273537 -4.908346 0.0 0.0 0.0
H 3.700035 1.204694 -3.218312 0.0 0.0 0.0
H 4.675765 1.766237 -4.604497 0.0 0.1 -0.1
H 3.567070 -0.725849 -4.693915 -0.1 0.0 0.0
H 3.445726 0.306356 -6.145643 0.0 0.0 0.0
```
Forces are in eV/Å.

The spin multiplicity is 1. As for the SMILES: Oc1cc(S)cc2c1Sc1ccccc1N2.O=S1(=O)OCCO1.O=S1(=O)OCCO1. The calculation puts the lowest unoccupied orbital energy at 0.22 eV. The value obtained for the total energy is -80124.58932 eV. As for the HOMO energy: -8.5 eV.

Here are the natural (NBO) charges for atoms 1 to 8, given in e: -0.6896 0.2825 -0.2463 -0.1950 -0.0174 -0.1753 0.1338 -0.2395